[1]
Below is the molecule C15H19N3OS in a non-equilibrium geometry, with properties calculated with the ωB97M-V functional and the def2-TZVPD basis.

XYZ file:
```
39
Properties=species:S:1:pos:R:3:nbo_charge:R:1
C 1.435 -1.610 1.914 -0.634
C 1.199 -0.201 1.209 -0.027
C 0.178 -0.464 0.016 -0.216
C -0.484 0.874 -0.407 -0.415
C -1.917 0.444 -0.437 -0.224
C -2.081 -0.589 -1.554 -0.408
C -1.557 -1.870 -0.960 -0.406
C -1.080 -1.358 0.381 -0.210
C -2.172 -0.385 0.831 -0.420
N 2.426 0.473 0.879 -0.368
C 3.465 -0.045 0.116 0.214
S 3.761 -1.678 -0.606 0.006
N 4.186 0.916 -0.218 -0.303
N 3.738 1.987 0.283 -0.283
C 2.708 1.826 0.940 0.300
C 2.106 2.945 1.664 0.230
C 2.719 4.188 1.579 -0.255
C 1.707 5.028 2.114 -0.296
C 0.728 4.302 2.721 0.071
O 0.986 2.961 2.475 -0.417
H 2.260 -1.589 2.606 0.219
H 0.613 -1.950 2.549 0.221
H 1.573 -2.435 1.190 0.218
H 0.748 0.473 1.892 0.210
H 0.806 -0.992 -0.727 0.222
H -0.415 1.621 0.452 0.205
H -0.184 1.341 -1.373 0.229
H -2.542 1.337 -0.496 0.213
H -2.997 -0.695 -1.984 0.213
H -1.420 -0.445 -2.487 0.198
H -2.368 -2.565 -0.785 0.200
H -0.845 -2.407 -1.541 0.211
H -0.848 -2.098 1.138 0.216
H -1.980 0.203 1.750 0.210
H -3.158 -0.839 0.922 0.216
H 4.128 -1.244 -1.796 0.155
H 3.709 4.458 1.108 0.269
H 1.716 6.022 2.065 0.212
H -0.207 4.699 3.216 0.221
```

- Kohn-Sham gap (eV) = 8.8
- energy above the lowest of the compared OMol25 structures with the same formula, charge and spin (kJ/mol) = 481.8
- SMILES = C[C@H]([C@@H]1C[C@H]2CC[C@@H]1C2)n1c(S)nnc1-c1ccco1
- energy (eV) = -33212.947

=====

[2]
Below is a cluster of 3 separate species, C9H20ClO10S3 in total, with properties calculated with the ωB97M-V functional and the def2-TZVPD basis.

XYZ file:
```
43
Properties=species:S:1:pos:R:3:nbo_charge:R:1
C -1.140 -3.501 1.564 -0.637
C -1.404 -2.306 0.680 -0.054
O -1.506 -1.124 1.473 -0.520
C -2.508 -0.239 1.038 -0.095
C -3.899 -0.836 1.237 -0.117
O -4.540 -0.997 -0.065 -0.487
C -5.501 -1.924 -0.118 -0.071
S -4.633 -3.646 -0.341 0.543
Cl -6.075 -4.745 -1.150 -0.008
H -0.820 -4.356 0.966 0.225
H -2.016 -3.787 2.152 0.196
H -0.340 -3.264 2.267 0.241
H -0.626 -2.174 -0.074 0.214
H -2.335 -2.429 0.098 0.104
H -2.398 0.015 -0.024 0.195
H -2.385 0.675 1.616 0.218
H -4.558 -0.229 1.860 0.215
H -3.791 -1.822 1.705 0.187
H -6.116 -1.828 -1.012 0.237
H -6.094 -2.067 0.791 0.216
H -3.994 -3.273 -1.472 0.192
C 2.590 0.651 -1.446 -0.103
C 2.369 0.619 -2.947 -0.100
O 2.236 -0.793 -3.224 -0.683
S 1.500 -1.519 -2.028 2.555
O 0.101 -1.635 -2.285 -0.934
O 2.237 -2.674 -1.664 -0.892
O 1.690 -0.361 -0.952 -0.697
H 3.613 0.378 -1.187 0.195
H 2.321 1.601 -0.996 0.231
H 3.213 0.989 -3.520 0.228
H 1.453 1.130 -3.242 0.201
C 4.704 4.445 1.742 -0.098
C 4.077 3.102 1.413 -0.102
O 2.887 3.463 0.687 -0.705
S 3.151 4.778 -0.187 2.550
O 3.466 4.401 -1.522 -0.910
O 2.105 5.696 0.076 -0.885
O 4.491 5.213 0.542 -0.684
H 4.208 4.938 2.577 0.203
H 5.776 4.395 1.909 0.222
H 3.768 2.537 2.288 0.219
H 4.725 2.499 0.775 0.193
```

- Kohn-Sham gap (eV) = 7.9
- net charge = +1
- energy (eV) = -75149.640

=====

[3]
Below is a structure of composition C30H47N4O2RuS in a non-equilibrium geometry, with properties calculated with the ωB97M-V functional and the def2-TZVPD basis.

XYZ file:
```
85
Properties=species:S:1:pos:R:3:lowdin_spin:R:1
Ru -0.300 -0.101 0.040 2.517
C -1.592 -2.825 2.500 0.005
C -2.604 -1.743 2.102 0.004
C -1.961 -0.349 2.066 0.021
C -3.309 -2.042 0.798 0.045
C -4.630 -2.456 0.817 0.005
C -5.341 -2.656 -0.363 0.077
C -4.777 -2.294 -1.577 0.004
C -3.472 -1.845 -1.652 0.049
C -2.921 -1.183 -2.893 0.004
C -3.851 -1.263 -4.102 0.002
C -2.623 0.299 -2.597 0.028
C -2.673 -1.877 -0.461 0.066
N -1.307 -1.722 -0.595 0.217
C -0.602 -2.436 -1.457 -0.023
C 0.577 -1.890 -1.952 0.227
C 1.522 -2.375 -2.902 0.015
C 2.348 -1.327 -3.187 0.144
C 1.912 -0.197 -2.408 0.163
N 0.856 -0.550 -1.671 0.030
C 2.533 1.150 -2.494 0.022
C 4.020 1.043 -2.109 0.018
C 1.817 2.144 -1.588 0.003
C 2.449 1.618 -3.965 0.018
H -0.922 -2.452 3.273 0.000
H -1.007 -3.154 1.639 0.000
H -2.109 -3.693 2.903 0.000
H -3.371 -1.712 2.886 0.001
H -0.914 -0.418 1.618 0.006
H -1.808 0.016 3.082 0.000
H -2.606 0.369 1.540 0.007
H -5.115 -2.637 1.764 0.000
H -6.357 -3.016 -0.325 0.003
H -5.378 -2.349 -2.469 0.000
H -1.974 -1.664 -3.174 0.001
H -4.810 -0.792 -3.901 0.000
H -4.020 -2.294 -4.403 0.000
H -3.407 -0.730 -4.940 0.000
H -3.549 0.828 -2.379 0.001
H -2.169 0.753 -3.474 0.001
H -1.925 0.448 -1.743 0.012
H -0.962 -3.407 -1.783 -0.002
H 1.550 -3.365 -3.311 -0.002
H 3.170 -1.320 -3.875 0.005
H 4.129 0.630 -1.109 0.000
H 4.469 2.031 -2.126 0.003
H 4.569 0.420 -2.808 0.000
H 1.934 1.844 -0.543 0.001
H 0.756 2.197 -1.844 0.001
H 2.244 3.136 -1.705 0.000
H 2.984 0.950 -4.633 0.001
H 2.903 2.602 -4.043 0.003
H 1.415 1.682 -4.295 0.000
N -0.252 1.922 0.632 0.052
C -0.353 2.930 1.207 0.031
N -0.464 4.081 1.756 0.019
C 0.679 4.949 1.965 0.003
C 0.860 5.152 3.491 0.001
O -0.324 5.632 4.047 0.001
C -1.397 4.759 3.894 0.001
C -1.687 4.545 2.385 0.003
H 0.466 5.919 1.503 0.001
H 1.575 4.520 1.518 0.000
H 1.633 5.899 3.680 0.000
H 1.149 4.194 3.950 0.000
H -2.259 5.219 4.381 0.000
H -1.180 3.789 4.369 0.000
H -1.961 5.511 1.949 0.001
H -2.496 3.830 2.240 0.000
C 4.781 0.123 1.992 0.001
C 4.019 -1.123 2.385 0.012
S 2.844 -1.616 1.052 0.019
O 1.650 -0.695 1.244 0.147
C 2.221 -3.218 1.753 0.004
C 2.398 -4.341 0.756 0.002
H 5.442 0.421 2.804 0.000
H 4.099 0.946 1.789 0.000
H 5.398 -0.056 1.115 0.000
H 3.439 -0.983 3.297 0.000
H 4.695 -1.970 2.496 0.002
H 1.169 -3.039 1.974 0.000
H 2.748 -3.424 2.681 0.000
H 1.896 -4.115 -0.181 0.001
H 1.975 -5.259 1.157 0.000
H 3.447 -4.530 0.548 0.000
```

- multiplicity = 5
- Kohn-Sham gap (spin up / spin down) (eV) = 6.2 / 4.6
- net charge = +3
- energy (eV) = -55315.786

=====

[4]
Below is the molecule C8H14N4S in a non-equilibrium geometry, with properties calculated with the ωB97M-V functional and the def2-TZVPD basis.

XYZ file:
```
27
Properties=species:S:1:pos:R:3:nbo_charge:R:1
N -2.389 3.489 -0.957 -0.821
C -1.637 2.342 -0.911 0.212
N -1.935 1.248 -1.623 -0.316
N -1.066 0.224 -1.482 -0.298
C -0.240 0.375 -0.383 0.205
N 0.935 -0.394 -0.361 -0.457
C 0.606 -1.697 -0.814 -0.245
C 0.010 -2.882 0.093 -0.419
C -0.092 -2.386 1.592 -0.416
C 1.364 -2.300 1.969 -0.414
C 2.528 -1.495 1.196 -0.412
C 1.810 -0.180 0.702 -0.219
S -0.208 2.094 0.160 0.267
H -1.814 4.455 -0.966 0.397
H -2.907 3.362 -1.965 0.410
H 1.603 -2.100 -1.087 0.192
H 0.155 -1.480 -1.742 0.255
H -1.109 -3.298 -0.335 0.217
H 0.641 -3.853 0.220 0.213
H -0.556 -3.150 2.267 0.216
H -0.603 -1.557 1.821 0.200
H 1.721 -3.277 2.009 0.197
H 1.370 -2.226 3.166 0.200
H 3.403 -1.357 1.855 0.233
H 2.785 -2.228 0.342 0.208
H 1.105 0.027 1.675 0.186
H 2.617 0.562 0.473 0.208
```

- Kohn-Sham gap (eV) = 8.0
- energy above the lowest of the compared OMol25 structures with the same formula, charge and spin (kJ/mol) = 399.3
- SMILES = Nc1nnc(N2CCCCCC2)s1
- energy (eV) = -25314.061

=====

[5]
Below is a structure of composition C21H39Cl5N6OPtSSbSi3 in a non-equilibrium geometry, with properties calculated with the ωB97M-V functional and the def2-TZVPD basis.

XYZ file:
```
78
Properties=species:S:1:pos:R:3:mulliken_charge:R:1
Pt 0.289 -0.770 1.431 1.010
N -0.653 1.920 2.586 0.086
N -1.352 3.131 2.473 -0.559
C -1.501 3.762 1.330 -0.223
N -2.203 4.868 1.315 -0.365
S -0.958 0.621 -0.190 -0.134
H -1.269 1.196 2.957 0.229
H 0.141 2.032 3.213 0.220
H -1.794 3.488 3.332 0.278
H -2.618 5.285 2.146 0.181
H -2.333 5.381 0.461 0.231
Cl -0.759 -2.721 -1.318 0.067
C 0.737 -3.158 -0.605 0.849
C 1.215 -2.440 0.487 -1.387
C 2.416 -2.923 1.014 1.227
Cl 3.076 -2.110 2.371 -0.236
C 3.106 -4.024 0.507 -0.466
Cl 4.566 -4.555 1.233 -0.111
C 2.606 -4.678 -0.627 0.654
Cl 3.465 -5.979 -1.335 -0.132
C 1.409 -4.233 -1.183 -0.271
Cl 0.795 -4.999 -2.589 -0.162
C -1.519 -2.821 -4.766 -0.652
Si -0.361 -1.384 -5.144 0.318
C -0.961 0.270 -5.835 -0.853
C 1.482 -1.775 -5.175 -0.912
Sb 0.364 -0.025 -2.130 0.280
Si -3.223 0.248 -0.495 0.269
C -3.310 1.046 -2.225 -0.982
C -3.636 -1.595 -0.383 -0.986
C -3.979 1.273 0.904 -0.837
Si 1.884 2.552 -1.705 0.228
C 1.303 3.204 -0.028 -0.209
C 3.547 1.630 -1.791 -1.062
C 1.329 3.392 -3.317 -1.037
H -1.828 -3.306 -5.694 0.424
H -2.427 -2.519 -4.248 0.308
H -1.013 -3.576 -4.160 0.112
H -1.136 0.184 -6.909 0.408
H -0.228 1.064 -5.696 0.331
H -1.902 0.589 -5.389 0.307
H 1.738 -2.325 -6.080 0.413
H 1.762 -2.407 -4.334 0.301
H 2.101 -0.881 -5.161 0.366
H -3.138 0.324 -3.019 0.072
H -2.581 1.847 -2.326 0.333
H -4.293 1.474 -2.392 0.538
H -3.374 -2.154 -1.276 0.246
H -4.710 -1.700 -0.244 0.446
H -3.152 -2.074 0.467 0.340
H -3.571 2.278 0.951 0.172
H -3.819 0.793 1.866 0.300
H -5.052 1.347 0.760 0.461
H 1.574 2.512 0.767 -0.012
H 0.216 3.339 0.044 -0.209
H 1.762 4.166 0.190 0.574
H 3.606 0.835 -1.051 0.314
H 4.380 2.307 -1.614 0.418
H 3.704 1.187 -2.772 0.391
H 0.252 3.533 -3.353 0.371
H 1.635 2.821 -4.190 0.356
H 1.782 4.376 -3.411 0.425
C -0.781 -1.902 6.233 -0.933
N 0.202 -1.075 5.567 0.092
C 1.253 -0.546 6.222 -0.002
C 2.218 0.160 5.572 -1.208
C 2.114 0.280 4.165 0.451
N 1.034 -0.191 3.546 -0.206
C 0.066 -0.870 4.210 0.425
O -0.918 -1.271 3.587 -0.695
N 3.041 0.895 3.421 -0.212
H -0.601 -1.903 7.304 0.333
H -0.727 -2.924 5.859 0.339
H -1.782 -1.527 6.026 0.325
H 1.296 -0.712 7.289 0.407
H 3.057 0.575 6.100 0.464
H 3.935 1.126 3.823 0.262
H 3.003 0.740 2.424 0.102
```

- Kohn-Sham gap (spin up / spin down) (eV) = 4.6 / 4.4
- energy above the lowest of the compared OMol25 structures with the same formula, charge and spin (kJ/mol) = 549.8
- net charge = +3
- energy (eV) = -140236.867

=====

[6]
Below is a cluster of 6 separate species, C30H30ClO10 in total in a non-equilibrium geometry, with properties calculated with the ωB97M-V functional and the def2-TZVPD basis.

XYZ file:
```
71
Properties=species:S:1:pos:R:3:mulliken_charge:R:1
Cl 0.465 -0.771 0.187 -0.795
C -2.808 4.085 2.582 -0.565
C -1.443 3.851 1.846 -0.954
C -1.183 2.523 1.452 0.031
C -2.182 1.396 1.681 0.445
C -3.374 1.664 2.236 0.030
C -3.620 2.962 2.823 0.327
O -4.797 3.005 3.520 -0.497
O -0.024 2.228 0.706 -0.353
H -3.087 5.145 2.952 0.274
H -0.764 4.513 1.787 0.721
H -1.767 0.553 1.188 -0.155
H -3.951 0.839 2.428 0.456
H -5.370 2.433 3.399 0.227
H 0.186 1.398 0.390 0.204
C 1.728 -0.121 5.297 -0.695
C 2.788 0.589 6.107 -0.733
C 3.924 1.124 5.268 0.789
C 3.948 1.060 3.856 -0.840
C 2.890 0.309 3.267 0.230
C 1.801 -0.259 3.875 0.125
O 0.871 -1.080 3.265 -0.467
O 4.980 1.766 5.972 -0.518
H 1.078 -0.767 5.726 0.475
H 2.828 0.584 7.176 0.309
H 4.521 1.572 3.179 0.518
H 2.800 0.373 2.192 0.272
H 0.479 -0.799 2.388 0.295
H 4.848 1.816 6.878 0.278
C 3.438 -1.903 -2.355 -0.457
C 4.058 -2.766 -3.496 -0.733
C 5.386 -2.439 -3.917 0.503
C 6.151 -1.446 -3.117 -0.467
C 5.519 -0.715 -2.109 -0.621
C 4.209 -0.961 -1.694 0.538
O 3.615 -0.225 -0.702 -0.419
O 6.023 -3.232 -4.865 -0.533
H 2.527 -2.118 -1.869 0.661
H 3.359 -3.446 -3.888 0.439
H 7.197 -1.417 -3.316 0.288
H 6.163 0.144 -1.892 0.291
H 2.676 -0.538 -0.781 0.146
H 6.991 -3.117 -4.772 0.301
C -5.544 -1.700 1.985 -0.795
C -4.172 -2.302 2.051 -0.609
C -3.238 -1.905 1.123 -0.021
C -3.602 -1.303 -0.098 -0.461
C -4.982 -0.909 -0.305 -0.202
C -5.907 -1.033 0.759 0.597
O -7.121 -0.529 0.554 -0.608
O -2.004 -2.237 1.457 -0.541
H -6.013 -1.693 2.882 0.510
H -3.889 -2.497 2.966 0.484
H -2.894 -1.153 -0.827 0.826
H -5.083 -0.215 -1.240 0.189
H -7.265 0.372 0.117 0.340
H -1.287 -1.787 0.821 0.127
C -0.505 0.844 -6.097 -0.520
C 0.169 1.399 -4.830 -0.537
C 0.051 0.560 -3.719 0.469
C -0.637 -0.671 -3.785 -0.811
C -1.381 -0.992 -4.843 -0.317
C -1.408 -0.248 -6.039 0.621
O -2.222 -0.634 -7.111 -0.605
O 0.829 0.972 -2.596 -0.492
H -0.597 1.512 -7.030 0.253
H 0.668 2.332 -4.707 0.430
H -0.602 -1.239 -2.950 0.668
H -2.052 -1.793 -4.640 0.253
H -2.929 -1.369 -6.992 0.321
H 0.545 0.380 -1.790 0.065
```

- Kohn-Sham gap (eV) = 7.7
- energy above the lowest of the compared OMol25 structures with the same formula, charge and spin (kJ/mol) = 34.1
- net charge = -1
- energy (eV) = -64588.673